A molecular structure, C30H51CdN8OS3Si2, computed with ωB97M-V/def2-TZVPD.

ORCA input file:
```
! RIJCOSX wB97M-V def2-TZVPD def2/J DEFGRID3
* xyz 1 1
Cd -0.091 -0.358 0.833
C 5.577 0.622 -3.133
C 5.234 0.668 -1.690
N 6.065 0.777 -0.707
N 5.259 0.803 0.400
C 3.949 0.738 0.138
S 2.674 0.759 1.233
N 3.938 0.652 -1.215
N 2.805 0.548 -2.016
H 6.657 0.546 -3.237
H 5.241 1.531 -3.636
H 5.097 -0.229 -3.614
H 5.658 0.908 1.315
H 2.038 0.282 -1.409
H 2.578 1.482 -2.336
C -3.426 0.438 1.233
Si -2.878 -0.735 2.594
C -3.874 -0.304 4.114
C -3.270 -2.490 2.092
C -1.037 -0.510 2.837
C -0.749 0.910 3.227
C -0.947 1.421 4.518
C -0.636 2.739 4.791
C -0.142 3.552 3.776
C 0.006 2.995 2.523
N -0.287 1.719 2.251
Si -0.200 -1.808 3.901
C -1.087 -2.185 5.506
C 1.518 -1.206 4.339
C -0.103 -3.416 2.933
H -4.510 0.384 1.079
H -2.943 0.182 0.281
H -3.169 1.474 1.488
H -4.941 -0.431 3.902
H -3.717 0.735 4.420
H -3.625 -0.948 4.964
H -4.307 -2.553 1.741
H -3.163 -3.178 2.938
H -2.620 -2.846 1.288
H -1.341 0.773 5.294
H -0.773 3.133 5.792
H 0.121 4.585 3.956
H 0.379 3.584 1.691
H -1.046 -1.342 6.204
H -0.615 -3.042 6.001
H -2.139 -2.438 5.337
H 1.472 -0.246 4.866
H 2.146 -1.053 3.455
H 2.027 -1.923 4.994
H -1.011 -4.013 3.079
H 0.745 -4.024 3.271
H 0.000 -3.251 1.858
C -2.406 -1.555 -3.955
N -0.996 -1.780 -3.659
C 0.015 -1.873 -4.603
C 1.147 -2.138 -3.949
N 0.837 -2.208 -2.586
C -0.511 -1.969 -2.407
S -1.470 -1.967 -1.027
C 1.809 -2.645 -1.632
C 2.797 -3.502 -2.103
C 3.776 -3.932 -1.230
C 3.730 -3.512 0.085
C 2.695 -2.681 0.462
N 1.747 -2.232 -0.377
H -2.563 -1.711 -5.019
H -2.698 -0.542 -3.682
H -3.015 -2.252 -3.386
H -0.170 -1.747 -5.658
H 2.152 -2.248 -4.318
H 2.780 -3.857 -3.123
H 4.552 -4.604 -1.571
H 4.470 -3.828 0.808
H 2.622 -2.342 1.481
C -4.440 1.587 -1.914
C -3.468 2.711 -2.277
C -2.124 2.609 -1.546
S -1.124 1.264 -2.219
O 0.001 1.030 -1.224
C -0.382 2.187 -3.594
C 0.643 3.247 -3.160
C 0.304 4.641 -3.690
H -5.303 1.589 -2.581
H -4.803 1.707 -0.892
H -3.964 0.604 -1.974
H -3.918 3.675 -2.037
H -3.295 2.716 -3.359
H -2.251 2.354 -0.492
H -1.534 3.524 -1.617
H -1.226 2.631 -4.127
H 0.052 1.416 -4.234
H 1.631 2.965 -3.530
H 0.714 3.266 -2.070
H 0.353 4.669 -4.781
H 1.005 5.381 -3.303
H -0.704 4.943 -3.391
*
```

Energy above the lowest of the compared OMol25 structures with the same formula, charge and spin ... 3.9 kcal/mol
Electronic energy ... -3628.2323 Ha
LUMO level ... -2.1 eV
HOMO ... -0.372 Ha
Maximum force ... 0.64 eV/Å